Molecular formula: C21H50FN6O
Method: DFT, the ωB97M-V functional and the def2-TZVPD basis

Properties
HOMO-LUMO gap in eV: 7.20
HOMO in Eh: -0.350
Charge: +1
LUMO level in hartree: -0.08524

Element x y z (Å)
1 H -2.525 5.421 5.394
2 C -2.084 -3.476 -2.451
3 H -3.242 -4.275 -0.790
4 H 0.580 3.430 -1.149
5 H -1.246 1.418 -1.233
6 C 3.152 0.170 -1.846
7 H -1.322 -2.522 0.016
8 H 3.863 -5.352 -3.392
9 H -2.478 -1.369 -2.573
10 C -1.542 5.058 5.085
11 N 3.181 -4.639 -3.609
12 H -2.668 0.492 -1.733
13 C 1.339 2.669 -0.962
14 H 0.103 -1.163 -2.010
15 H 2.021 3.067 -0.209
16 H 0.833 1.804 -0.530
17 H 2.346 -0.238 -2.475
18 H -2.923 1.014 4.988
19 H 6.510 2.224 -1.251
20 H 1.382 1.791 -2.935
21 C -0.765 4.593 6.322
22 H 0.202 2.757 1.558
23 C 2.033 -4.703 -2.747
24 H -0.452 -0.336 0.045
25 H 3.512 0.357 0.310
26 H -2.981 -1.971 -0.179
27 H 5.963 1.464 -2.750
28 C -4.112 -6.472 -2.055
29 C -2.699 3.040 4.265
30 H -2.174 -3.464 -3.544
31 C -2.062 0.788 -0.875
32 H 1.283 -5.447 -3.043
33 H -3.761 -7.149 -1.272
34 H 4.053 -0.357 -2.172
35 H -4.175 -3.791 -2.227
36 H -1.355 3.929 6.953
37 H 0.048 4.615 3.137
38 C 4.380 2.269 -1.516
39 C -3.241 -4.262 -1.888
40 H 2.303 3.266 -2.784
41 H 3.086 -1.261 -0.223
42 H 0.158 4.077 6.053
43 C 2.066 2.331 -2.270
44 C 0.146 -3.144 -2.452
45 H 0.140 3.089 3.998
46 H -2.197 2.086 6.177
47 C 5.734 1.600 -1.693
48 C -1.545 -0.391 -0.053
49 H -2.693 1.401 -0.229
50 F -2.017 -0.261 1.258
51 H 1.844 -0.017 -0.103
52 H -1.024 5.921 4.655
53 H 4.190 2.414 -0.441
54 H 1.997 -2.600 -3.038
55 C -1.829 -2.037 -2.010
56 H -1.376 3.542 1.380
57 N 3.298 1.566 -2.191
58 H -0.492 5.459 6.928
59 N -0.761 -4.082 -2.144
60 H -3.047 2.657 3.303
61 H 4.422 3.269 -1.954
62 O -3.080 -5.555 -2.414
63 H -5.001 -5.946 -1.696
64 N -1.744 4.106 4.006
65 N -0.418 -1.913 -2.448
66 H 2.367 -4.920 -1.730
67 H 5.784 0.627 -1.201
68 C -2.233 1.850 5.115
69 H -0.624 -5.043 -2.423
70 H -3.575 3.499 4.729
71 N 1.401 -3.377 -2.777
72 H -1.242 1.504 4.815
73 H -1.238 1.989 2.219
74 H 2.933 -4.698 -4.588
75 C -0.512 3.701 3.354
76 C -0.752 2.951 2.053
77 C -1.952 -1.795 -0.511
78 H -4.374 -7.051 -2.941
79 C 2.883 -0.199 -0.385